Record 1
This record from the Open Molecules 2025 dataset describes a molecular structure, C3H8N2. The level of theory is the ωB97M-V functional and the def2-TZVPD basis.

CARTESIAN COORDINATES (ANGSTROEM)
N 0.0303 0.3299 -0.0507
N -1.4117 -0.5186 1.7482
C 1.4710 0.6690 -0.2311
C -0.4393 0.1693 1.2981
C -0.7247 -0.4269 -0.9982
H -1.7450 -1.1010 0.9095
H 1.4684 1.9324 -0.7828
H -0.9883 0.7088 -2.1957
H 0.0693 0.7764 2.1267
H 0.1977 -1.7809 -1.4244
H 2.2847 -0.4754 -1.1343
H 1.9208 0.4710 1.1259
H -2.1332 -0.7539 -0.3913

Properties
Energy above the lowest of the compared OMol25 structures with the same formula, charge and spin, kcal per mole: 298.6
LUMO energy, eV: -0.48
HOMO-LUMO gap, eV: 8.495
Net charge: 0

---

Record 2
This record from the Open Molecules 2025 dataset describes a single C2H8NOP molecule. The level of theory is the ωB97M-V functional and the def2-TZVPD basis.

CARTESIAN COORDINATES (ANGSTROEM)
P -0.3212 -0.6717 -0.3598
O -0.0478 -0.2217 1.1951
N 0.9416 -1.4432 -0.9029
C 1.1760 0.4170 1.6704
C -1.2658 0.7051 -1.1213
H -1.8073 1.0845 -0.3782
H 1.2218 -1.5251 -1.8568
H -1.5191 -1.5226 -0.0427
H 1.9867 -0.3870 1.6851
H -2.0373 0.2465 -1.8419
H 1.5255 1.1511 1.0678
H -0.6786 1.4331 -1.7356
H 0.8255 0.7339 2.6206

Properties
Energy above the lowest of the compared OMol25 structures with the same formula, charge and spin, kcal per mole: 45.7
SMILES: CO[P@@H](C)=N
LUMO energy, eV: 0.92
HOMO-LUMO gap, eV: 9.871
Net charge: 0

---

Record 3
This record from the Open Molecules 2025 dataset describes 8 unconnected molecules or ions with the total composition C35H50BN7O5. The level of theory is the ωB97M-V functional and the def2-TZVPD basis.

CARTESIAN COORDINATES (ANGSTROEM)
O 1.2124 -3.7622 -3.5506
O 0.0948 -3.8778 1.2291
O -2.5985 -8.2285 -2.5916
O 1.1160 -5.8849 -4.6308
O -1.2120 -6.6594 -3.2871
N 2.4494 1.4968 -0.8936
N 1.1917 7.2580 7.9596
N -2.8372 5.2804 -0.9091
N 5.5930 -1.5421 -0.8924
N -0.1789 -9.2925 -5.7354
N -0.8684 2.9119 2.8215
N 0.7008 5.8554 3.0054
C -0.1709 -11.1576 -6.9299
C 2.0433 7.5476 2.5269
C 1.1686 3.2062 -1.4832
C -0.5199 -5.5067 -2.7206
C 4.9089 -2.7245 -0.8435
C -1.5777 -4.4320 -2.4160
C -4.7789 5.3357 -1.9643
C 1.9994 2.2250 -1.9580
C -1.3223 -11.1500 -6.0969
C 3.7820 -2.5911 -1.6093
C 0.8561 8.0581 3.1214
C -0.2048 8.7495 8.8044
C -4.0418 5.9246 -0.9715
C 0.0485 6.9869 3.4054
C -1.8766 -4.9172 0.1276
C 4.9198 -0.6500 -1.6796
C -1.1788 -3.6444 0.6517
C 0.7053 7.9708 6.8980
C 1.9149 6.1841 2.4682
C -1.2957 -9.9851 -5.3725
C 1.1074 -4.1973 0.2953
C 3.7883 -1.2743 -2.1427
C -1.8694 3.6035 2.1960
C -1.6727 -7.5541 -2.4121
C -1.0987 2.8794 4.1726
C -2.2585 3.5685 4.4111
C 0.6450 7.7246 9.1242
C 1.1154 3.0568 -0.0711
C 1.9232 1.9985 0.2614
C -2.5292 -4.7654 -1.2540
C -2.7932 4.2848 -1.8469
C -2.7480 4.0286 3.1561
C 0.5129 -9.9957 -6.6812
C -3.9863 4.2937 -2.5197
C -0.1659 8.9061 7.3911
B 0.6325 -5.0167 -3.6978
H 0.6614 3.9474 -2.0787
H 0.1208 -11.9247 -7.6282
H -1.1659 -5.7584 0.1480
H 0.9236 -3.6997 -0.6749
H -4.2709 6.7418 -0.3091
H 0.5597 3.6805 0.6113
H -1.0730 -3.4682 -2.2364
H 3.0329 -3.3438 -1.7809
H -2.0950 5.5109 -0.2721
H 2.0661 -3.8330 0.6897
H -0.7886 9.3241 9.5043
H 2.8902 8.1162 2.1802
H 5.2791 -3.5577 -0.2705
H -2.1764 -4.3117 -3.3349
H -0.7149 9.6240 6.8043
H 1.1888 -5.2869 0.1312
H -3.0807 -5.6874 -1.4995
H -0.9266 6.9314 3.8591
H 0.6248 9.0916 3.3213
H 0.6805 -3.0182 -3.8738
H -2.7079 3.7267 5.3773
H 0.0917 -8.3957 -5.3690
H -2.0815 -11.9121 -6.0348
H -0.4209 2.3793 4.8430
H 0.9032 7.2910 10.0752
H -0.0428 -5.8374 -1.7760
H -1.1286 -7.5177 -1.4502
H -2.6770 -5.1841 0.8362
H -1.9237 3.6576 -1.9538
H 1.4309 -9.6156 -7.0977
H -5.7757 5.6182 -2.2594
H -1.9813 -9.5927 -4.6384
H 6.4625 -1.3570 -0.4251
H 3.0481 -0.8417 -2.7970
H -4.2619 3.6280 -3.3206
H 2.3082 1.9904 -2.9630
H 2.5790 5.4265 2.0867
H -3.6439 4.6001 2.9793
H -3.2935 -3.9732 -1.1882
H 3.0751 0.7088 -0.9588
H -1.8668 3.7255 1.1267
H 5.3047 0.3421 -1.8498
H -1.7788 -3.1965 1.4567
H 1.8385 -5.4922 -5.1538
H 0.3355 4.9216 3.0916
H 2.1668 1.5599 1.2152
H -0.0888 2.4832 2.3522
H 1.8538 6.5069 7.8917
H -1.0865 -2.8820 -0.1454
H 1.0152 7.7542 5.8892

Properties
SMILES: COCCCC[C@@H](OC=O)B(O)O.c1cc[nH]c1.c1cc[nH]c1.c1cc[nH]c1.c1cc[nH]c1.c1cc[nH]c1.c1cc[nH]c1.c1cc[nH]c1
LUMO energy, eV: -0.15
HOMO-LUMO gap, eV: 7.773
Net charge: 0

---

Record 4
This record from the Open Molecules 2025 dataset describes 4 unconnected molecules or ions with the total composition C22H48N3O9P. The level of theory is the ωB97M-V functional and the def2-TZVPD basis.

CARTESIAN COORDINATES (ANGSTROEM)
P -2.7713 -3.6523 -1.8215
O 0.9424 -1.2040 -5.4495
O -0.1082 -3.8096 1.3491
O 0.5903 -3.7569 -0.7735
O -2.8363 -2.0339 -2.1272
O -1.3130 0.9374 -0.3343
O -1.2494 -2.7048 2.9377
O -4.4010 -2.2716 1.4047
O 4.2674 1.4260 -0.5996
O -5.2861 -0.1559 4.2096
N 6.5112 3.2747 -0.7140
N 0.5178 -1.2323 -2.5751
N -1.5662 1.0875 2.5647
C 2.0172 -1.4376 -4.5600
C 4.2118 2.6796 0.0532
C 1.9862 0.6349 -3.0403
C 5.5762 3.2792 0.4122
C 6.2438 2.6207 1.6146
C 4.4100 0.2997 0.2444
C -4.8532 1.2001 4.1695
C -1.5338 -4.2295 -3.0302
C -1.2630 -3.3207 1.9269
C -1.8037 -3.6308 -0.2597
C -0.1902 0.7228 0.5022
C -5.4442 -0.7449 2.9338
C 1.8141 -0.8760 -3.1494
C 0.9341 0.0608 -6.0800
C -4.4441 1.6232 5.5797
C -3.8309 -3.5532 1.3450
C -2.3758 -3.5281 0.9531
C -1.3303 2.1684 -1.0255
C -0.3240 -3.7331 -0.0258
C -0.2994 1.3696 1.8899
C -4.1954 -1.5499 2.6120
C -0.0778 2.8790 1.8766
H 1.1211 1.1658 -3.4422
H 2.5799 -1.3449 -2.5220
H 3.8843 0.4469 1.1935
H -2.3196 1.3454 1.9314
H -1.7845 2.9693 -0.4359
H 0.7769 3.1512 1.2529
H 3.7196 3.3513 -0.6558
H -4.0055 1.2929 3.4752
H -4.6234 0.7850 6.2581
H 2.0976 -2.5253 -4.4860
H -5.6747 1.8260 3.7919
H -5.6123 0.0227 2.1664
H -0.3184 2.4720 -1.3151
H 1.9521 0.4039 -6.2917
H 0.3977 -0.0495 -7.0218
H 5.4578 0.0688 0.4511
H 0.7256 1.0514 -0.0079
H 3.9660 -0.5515 -0.2722
H -3.9219 -4.0830 2.3049
H 3.5707 2.6118 0.9434
H 2.8770 0.9770 -3.5705
H -1.3531 -5.3024 -2.9033
H 0.4250 0.8188 -5.4792
H 2.0953 0.9205 -1.9949
H -1.9252 2.0278 -1.9282
H 7.0534 3.2507 1.9812
H -6.3144 -1.4082 2.9678
H 6.1305 3.8218 -1.4798
H 2.9549 -1.0645 -4.9932
H -1.9757 -4.0630 -4.0181
H -3.3864 1.8882 5.6316
H 0.1077 3.2373 2.8889
H -1.6644 0.0895 2.7096
H 0.4260 -2.2388 -2.5129
H 6.5718 2.3258 -1.0732
H -3.3376 -0.8749 2.4995
H -0.5830 -3.7040 -2.9860
H -0.1201 -0.3629 0.6139
H -5.0427 2.4669 5.9328
H -2.0270 -1.5536 -1.8885
H -3.9758 -2.2188 3.4529
H 6.6782 1.6563 1.3491
H 0.4968 0.9229 2.4952
H -4.3805 -4.1274 0.5939
H -0.2089 -0.9312 -3.2214
H -0.9561 3.4064 1.5022
H 5.5338 2.4650 2.4290
H 5.3861 4.3263 0.6705

Properties
SMILES: CCOCCOCC1=C(P(C)O)C(=O)OC1=O.COC[C@@H](C)N.COC[C@@H](C)N.COC[C@@H](C)N
LUMO energy, eV: -1.05
HOMO-LUMO gap, eV: 8.168
Net charge: 0

---

Record 5
This record from the Open Molecules 2025 dataset describes 2 unconnected molecules or ions with the total composition C2H5N2. The level of theory is the ωB97M-V functional and the def2-TZVPD basis.

CARTESIAN COORDINATES (ANGSTROEM)
N -1.3285 0.0876 0.3374
N 1.4953 -0.1649 0.0476
C 2.6701 0.0664 -0.0330
C -2.3886 -0.2123 -0.1861
H -2.8066 0.4995 -0.9000
H -3.0087 -1.0254 0.1163
H 3.2037 0.4329 -0.9748
H -1.0292 -0.5390 1.0272
H 3.4343 0.0835 0.7942

Properties
Energy above the lowest of the compared OMol25 structures with the same formula, charge and spin, kcal per mole: 112.3
LUMO energy (spin up / spin down), eV: -6.77 / -9.61
HOMO-LUMO gap (spin up / spin down), eV: 10.100 / 4.325
Net charge: +1

---

Record 6
This record from the Open Molecules 2025 dataset describes a gas-phase ion, C15H17FI2N2 (charge +2). The level of theory is the ωB97M-V functional and the def2-TZVPD basis.

CARTESIAN COORDINATES (ANGSTROEM)
I 5.4200 1.2906 -2.6215
I 7.3441 -0.3102 -0.8413
F -6.5704 -2.3450 -0.5208
N -4.0352 -0.2304 0.7069
N 3.1414 1.0012 -0.5325
C -6.0033 -1.0582 -0.5414
C 4.6638 -1.4954 -0.0368
C -3.0813 -1.1851 0.9891
C 0.2298 0.6813 0.0059
C 2.6418 0.9079 0.7726
C 4.6163 1.1209 -0.6435
C -3.7235 1.0426 0.2574
C 2.2358 0.9752 -1.5502
C 1.2479 0.7467 1.0965
C -2.3319 1.4531 0.0062
C -5.4673 -0.6320 0.9105
C -1.2737 0.4671 0.2465
C 5.3824 -0.0941 0.1409
C -1.6818 -0.8609 0.7663
C 0.7783 0.8149 -1.3633
H -4.5985 1.7185 0.0974
H 3.3662 0.9168 1.6292
H 4.3015 -1.8109 0.9864
H -3.3379 -2.1966 1.3737
H 0.0823 0.7760 -2.2359
H -2.0763 2.4741 -0.3538
H 2.5794 1.0807 -2.6031
H 5.3556 -2.2812 -0.4375
H 4.9111 2.0525 -0.0772
H -5.1438 -1.1195 -1.2698
H 3.7527 -1.4594 -0.6981
H -0.9073 -1.6286 0.9880
H -6.0781 0.1834 1.3697
H -6.7183 -0.2783 -0.9257
H 0.9083 0.6561 2.1586
H 5.6300 0.1721 1.1983
H -5.5600 -1.5462 1.5525

Properties
Energy above the lowest of the compared OMol25 structures with the same formula, charge and spin, kcal per mole: 0.0
LUMO energy, eV: -7.84
HOMO-LUMO gap, eV: 5.279
Net charge: +2

---

Number 1: largest force on an atom 0.0993 Eh/bohr. Number 2: largest force on an atom 0.1091 Eh/bohr. Number 3: largest force on an atom 0.0654 Eh/bohr. Number 4: largest force on an atom 0.0149 Eh/bohr. Number 5: largest force on an atom 0.0560 Eh/bohr. Number 6: largest force on an atom 0.0611 Eh/bohr.